w:
Formula: C20H31N3O2S
Source: OMol25
Level of theory: ωB97M-V/def2-TZVPD

**E_HOMO**: -9.225 eV
**Total charge**: 0
**Frontier orbital gap**: 9.9494 eV

```
57
C20H31N3O2S ωB97M-V/def2-TZVPD
C -0.437 5.813 -0.027
C -0.715 4.475 -0.702
C -0.977 3.379 0.335
C 0.320 2.882 1.033
N 0.929 1.725 0.396
C 1.903 1.982 -0.652
C 0.496 0.494 0.777
O -0.383 0.368 1.624
C 1.103 -0.711 0.074
C 0.641 -2.045 0.646
C 0.643 -3.140 -0.424
C 0.058 -4.441 0.118
C 0.793 -4.907 1.373
C 0.826 -3.803 2.428
C 1.428 -2.537 1.854
C 2.115 -1.595 2.791
C 2.931 -2.464 1.865
N -1.736 2.240 -0.168
C -1.586 1.666 -1.386
O -0.943 2.155 -2.305
C -2.263 0.345 -1.546
C -2.476 -0.571 -0.550
S -3.178 -1.956 -1.213
N -3.217 -1.387 -2.754
C -2.703 -0.180 -2.805
C -2.636 0.535 -4.116
H -0.241 6.586 -0.771
H -1.292 6.135 0.572
H 0.431 5.772 0.634
H -1.592 4.564 -1.344
H 0.106 4.200 -1.358
H -1.602 3.823 1.114
H 1.056 3.687 1.051
H 0.093 2.601 2.059
H 2.216 1.059 -1.124
H 1.462 2.605 -1.428
H 2.784 2.481 -0.238
H 0.796 -0.650 -0.976
H 2.192 -0.637 0.074
H -0.393 -1.910 0.983
H 0.067 -2.807 -1.293
H 1.672 -3.308 -0.765
H -0.998 -4.277 0.359
H 0.086 -5.217 -0.650
H 0.324 -5.807 1.777
H 1.822 -5.175 1.109
H -0.192 -3.590 2.775
H 1.400 -4.123 3.302
H 2.076 -0.535 2.586
H 2.108 -1.842 3.845
H 3.465 -3.303 2.293
H 3.447 -1.985 1.043
H -2.175 1.675 0.538
H -2.206 -0.497 0.494
H -3.070 1.532 -4.037
H -1.600 0.663 -4.426
H -3.177 -0.039 -4.865
```

In elementary charge units, the natural (NBO) charges are: C -0.607; C -0.404; C -0.043; C -0.229; N -0.444; C -0.408; C 0.720; O -0.686; C -0.514; C -0.202; C -0.394; C -0.395; C -0.395; C -0.387; C -0.038; C -0.408; C -0.438; N -0.602; C 0.673; O -0.643; C -0.241; C -0.416; S 0.662; N -0.610; C 0.244; C -0.647; H 0.217; H 0.202; H 0.197; H 0.221; H 0.216; H 0.203; H 0.203; H 0.232; H 0.217; H 0.221; H 0.194; H 0.242; H 0.225; H 0.220; H 0.208; H 0.195; H 0.192; H 0.210; H 0.207; H 0.195; H 0.202; H 0.206; H 0.212; H 0.215; H 0.214; H 0.205; H 0.411; H 0.269; H 0.229; H 0.242; H 0.228

x:
Formula: C20H31N3O2S
Source: OMol25
Level of theory: ωB97M-V/def2-TZVPD

**E_HOMO**: -9.277 eV
**Total charge**: 0
**Frontier orbital gap**: 9.8073 eV

```
57
C20H31N3O2S ωB97M-V/def2-TZVPD
C 0.843 -5.054 0.282
C 1.938 -4.012 0.099
C 1.426 -2.571 0.063
C 0.397 -2.323 -1.037
N -0.083 -0.945 -1.168
C -0.074 -0.393 -2.514
C -0.707 -0.355 -0.113
O -0.850 -0.938 0.956
C -1.211 1.068 -0.310
C -1.939 1.625 0.902
C -1.767 3.144 0.992
C -2.382 3.698 2.271
C -3.849 3.310 2.408
C -4.039 1.805 2.262
C -3.423 1.301 0.982
C -3.988 0.055 0.382
C -4.288 1.386 -0.247
N 2.547 -1.630 0.081
C 3.095 -0.969 -0.965
O 2.907 -1.260 -2.136
C 3.968 0.189 -0.585
C 3.696 1.068 0.419
S 4.886 2.262 0.452
N 5.747 1.653 -0.809
C 5.165 0.571 -1.271
C 5.780 -0.156 -2.423
H 1.281 -6.040 0.435
H 0.222 -4.823 1.150
H 0.191 -5.119 -0.588
H 2.642 -4.081 0.933
H 2.516 -4.221 -0.808
H 0.907 -2.389 1.002
H 0.809 -2.604 -2.003
H -0.450 -2.981 -0.823
H -0.392 0.643 -2.513
H 0.928 -0.446 -2.930
H -0.753 -0.956 -3.163
H -0.336 1.694 -0.517
H -1.835 1.127 -1.204
H -1.470 1.187 1.791
H -0.702 3.396 0.954
H -2.232 3.619 0.118
H -1.823 3.306 3.129
H -2.276 4.786 2.298
H -4.243 3.650 3.369
H -4.430 3.819 1.630
H -3.579 1.284 3.111
H -5.104 1.557 2.277
H -3.325 -0.625 -0.129
H -4.782 -0.446 0.920
H -5.282 1.798 -0.136
H -3.837 1.620 -1.202
H 2.882 -1.371 0.994
H 2.858 1.069 1.100
H 5.310 -1.122 -2.587
H 5.662 0.431 -3.334
H 6.846 -0.291 -2.245
```

In elementary charge units, the natural (NBO) charges are: C -0.612; C -0.395; C -0.061; C -0.225; N -0.439; C -0.414; C 0.696; O -0.657; C -0.500; C -0.209; C -0.388; C -0.395; C -0.394; C -0.387; C -0.039; C -0.407; C -0.437; N -0.600; C 0.678; O -0.644; C -0.231; C -0.415; S 0.665; N -0.604; C 0.240; C -0.654; H 0.216; H 0.208; H 0.204; H 0.203; H 0.206; H 0.233; H 0.228; H 0.212; H 0.210; H 0.236; H 0.189; H 0.230; H 0.223; H 0.227; H 0.200; H 0.195; H 0.193; H 0.207; H 0.207; H 0.194; H 0.203; H 0.206; H 0.215; H 0.214; H 0.213; H 0.205; H 0.399; H 0.248; H 0.240; H 0.235; H 0.229

Most stable structure, least stable structure: w, x.